Record 1
The following is a DFT calculation (wB97M-V/def2-TZVPD) of a structure of composition C23H26FN5O4S.

The total energy comes out at -53468.0159 eV. The energy above the lowest of the compared OMol25 structures with the same formula, charge and spin comes out at 0.094 eV. The value obtained for the LUMO energy is -0.005 Ha. The frontier orbital gap is 8.2 eV.

```
60
Properties=species:S:1:pos:R:3:forces:R:3
C -1.1183 -3.9384 -2.1721 0.00 -0.04 0.21
H -2.0660 -4.2325 -2.6148 -0.08 -0.02 -0.10
H -0.3675 -4.6670 -2.4703 0.05 -0.03 -0.10
H -0.8242 -2.9760 -2.5849 0.04 0.08 -0.13
C -1.2079 -3.9013 -0.6494 -0.14 0.16 -0.15
H -1.4733 -4.8964 -0.2872 0.00 0.02 0.10
H -0.2230 -3.6534 -0.2452 0.03 -0.03 0.12
C -2.2203 -2.9011 -0.0659 -0.21 -0.23 0.37
N -1.7925 -1.5635 -0.4663 0.19 -0.44 -0.25
C -2.3038 -0.4051 -0.0360 0.40 0.33 -0.42
O -3.2108 -0.2824 0.7623 -0.38 0.01 0.23
C -1.5541 0.7816 -0.6932 -0.16 0.10 -0.13
N -0.1348 0.7198 -0.3390 -0.01 0.00 -0.31
C 0.7242 0.1367 -1.2139 -0.21 0.21 0.05
O 0.3298 -0.4813 -2.1974 0.09 -0.24 -0.20
C 2.1496 0.3113 -0.9274 0.87 -0.09 -0.25
C 2.8584 1.4617 -0.6123 -0.16 -0.75 -0.21
N 2.3638 2.7096 -0.3931 -0.02 0.50 0.11
H 1.5021 2.9656 -0.8461 -0.02 -0.02 0.00
H 3.0871 3.4199 -0.3291 -0.17 -0.01 -0.04
C 4.2425 1.1362 -0.4804 -0.60 -0.45 -0.22
N 4.5491 -0.1296 -0.6855 0.40 0.08 0.08
S 3.2529 -1.0117 -1.0724 -0.37 0.70 0.07
C 5.2863 2.1370 -0.1794 0.50 -0.09 0.03
O 5.0358 3.3261 -0.0521 -0.14 0.19 0.04
N 6.5241 1.6220 -0.0729 0.23 -0.04 0.05
H 7.3056 2.2292 0.1056 -0.09 0.00 -0.01
H 6.6595 0.6356 -0.2142 0.03 0.00 0.00
C 0.2155 1.0117 1.0426 0.17 -0.21 0.33
C 1.1448 -0.0092 1.6137 0.49 0.63 0.60
C 2.2902 0.1228 2.3424 -0.67 0.07 -0.31
C 2.7480 -1.1924 2.6011 -0.30 -0.46 -0.15
C 1.8491 -2.0230 2.0110 0.76 -0.08 0.48
O 0.8709 -1.3170 1.4159 -0.45 0.10 -0.25
H 1.7934 -3.0911 1.9433 -0.10 -0.15 -0.07
H 3.6259 -1.4725 3.1448 0.18 -0.15 0.11
H 2.7518 1.0399 2.6449 0.07 0.28 0.01
H -0.7203 1.0113 1.6095 0.08 0.04 -0.04
H 0.6800 1.9993 1.1420 -0.12 -0.17 0.10
C -2.0571 2.1784 -0.4143 -0.13 -0.12 -0.02
C -2.7455 2.5343 0.7384 -0.07 0.02 -0.03
C -3.1300 3.8472 0.9515 0.04 0.30 -0.09
C -2.8052 4.8033 0.0091 0.03 -0.12 0.01
C -2.1163 4.4808 -1.1466 -0.07 0.20 0.10
C -1.7497 3.1645 -1.3492 -0.06 -0.09 0.15
H -1.2180 2.8955 -2.2513 0.05 -0.04 -0.12
H -1.8830 5.2490 -1.8668 0.00 0.09 -0.06
F -3.1678 6.0860 0.2174 0.02 -0.11 -0.03
H -3.6744 4.1311 1.8379 -0.06 0.06 0.09
H -3.0193 1.7798 1.4571 0.02 -0.04 0.02
H -1.5947 0.6117 -1.7773 0.01 0.02 0.27
H -1.0803 -1.5244 -1.1843 -0.01 0.22 0.00
C -3.6422 -3.1501 -0.5765 0.20 0.05 0.05
H -3.9492 -4.1689 -0.3563 -0.07 -0.16 0.02
H -3.7019 -2.9844 -1.6489 -0.03 -0.02 -0.12
H -4.3253 -2.4619 -0.0858 -0.08 0.03 0.03
C -2.1951 -3.0079 1.4627 -0.04 0.05 -0.15
H -2.4825 -4.0090 1.7725 -0.03 -0.16 0.02
H -2.8891 -2.2934 1.8950 -0.02 0.00 0.08
H -1.1971 -2.7939 1.8372 0.10 0.00 0.05
```
Forces are in eV/Å.


Record 2
The following is a DFT calculation (wB97M-V/def2-TZVPD) of a structure of composition C23H26N4O4S at a distorted geometry.

The total energy comes out at -49237.2755 eV. The energy above the lowest of the compared OMol25 structures with the same formula, charge and spin comes out at 23.503 eV. The value obtained for the LUMO energy is 0.009 Ha. The frontier orbital gap is 7.9 eV.

```
58
Properties=species:S:1:pos:R:3:forces:R:3
C 0.6908 1.3284 2.0922 4.42 -0.57 1.65
C -0.1170 0.4121 1.2810 5.54 -4.04 3.13
H -0.5267 -0.3794 1.8937 -0.36 -0.28 0.66
H 0.5081 -0.1762 0.6049 -0.12 0.43 -0.62
O -1.0054 1.1880 0.7962 -7.75 -0.18 -5.50
C -1.9451 0.3105 0.0237 0.76 0.57 -0.60
O -1.9718 -0.9006 -0.0629 0.67 2.64 1.18
C -2.7398 1.2206 -0.8707 -7.34 0.81 2.22
N -2.0178 1.7135 -1.9878 -1.75 -1.02 0.95
C -2.1942 1.1031 -3.1412 -0.69 -7.59 -3.94
O -2.9445 -0.0699 -3.3965 3.42 6.98 2.23
C -1.0958 1.3544 -4.2642 -2.77 6.81 0.75
H -0.3260 2.2747 -3.8158 -1.97 -2.89 -1.63
H -1.8104 1.8820 -5.1355 2.20 -1.21 1.97
S -0.4230 -0.0396 -4.9568 0.55 -2.38 0.41
C -0.0855 -0.8020 -3.3641 0.51 5.96 -1.58
N 0.4731 0.0239 -2.3679 -2.26 -6.65 -2.73
N 0.7594 -1.0283 -1.4415 0.26 -1.74 -3.17
C 0.4906 -2.1649 -2.1369 2.86 -1.30 11.44
O -0.1586 -2.1531 -3.2140 -0.09 2.93 -2.42
C 0.6593 -3.4942 -1.2722 -8.54 1.14 -0.80
N 1.4152 -3.6664 -0.1747 5.87 0.08 -3.88
C 1.1407 -3.1662 1.0040 0.42 2.41 5.25
C -0.1667 -3.5447 1.6968 6.77 -0.79 -11.93
C -0.0694 -3.1549 2.8015 -8.71 2.08 14.78
C 0.5964 -2.3599 3.6641 4.11 3.21 4.42
C 1.8127 -1.9126 3.2757 -7.69 -7.38 -10.52
C 2.1519 -2.4465 1.6962 -7.64 -0.66 6.95
C 3.3549 -1.9805 1.3538 8.77 2.51 -6.15
H 3.1956 -1.2872 0.3776 0.64 -1.18 1.65
H 4.1034 -2.8459 0.8889 -1.54 1.87 1.06
H 4.1209 -1.3013 1.9871 -2.40 -1.78 -0.75
H 2.5253 -1.5300 3.7014 7.22 4.46 4.79
C 0.3471 -1.9655 5.2686 -2.69 -4.90 -4.21
H 0.6734 -1.0154 5.4645 0.17 2.50 0.30
H -0.7794 -2.2370 5.2145 1.74 0.88 1.49
H 0.9977 -2.6809 5.7820 -0.69 0.00 0.31
H -1.5111 -3.4590 3.4265 3.43 0.68 -0.95
H -0.7668 -4.0229 1.0745 -3.22 -2.17 -1.64
H 2.3573 -3.2882 -0.5137 -0.92 -1.03 1.14
H 0.6578 -4.1782 -2.0049 1.16 -3.27 -2.34
H -0.6125 -3.9443 -0.8133 3.18 1.95 -1.70
C -1.3400 2.8670 -1.6506 -3.70 5.55 -1.33
C -1.9945 4.2044 -1.6068 -1.94 -6.35 -2.57
C -1.1501 5.1946 -1.4580 -10.56 8.29 -1.29
C 0.0637 5.3579 -1.2751 8.95 -5.00 1.97
C 0.6648 4.0968 -1.1915 4.19 0.00 0.53
C -0.0636 3.0028 -1.4688 5.93 -7.51 0.06
H 0.5990 1.8340 -1.6080 -2.10 3.99 0.68
H 1.7898 3.7650 -0.9579 -2.38 1.74 -0.56
H 0.7058 6.0970 -1.0566 1.20 3.42 0.37
H -1.7069 6.2456 -1.5267 0.71 -1.92 -0.01
H -2.9976 4.2984 -2.1418 1.15 0.14 1.53
H -3.8284 0.7184 -1.1911 3.44 0.59 0.34
H -3.3356 2.1393 -0.2216 2.51 -2.19 -1.58
H -0.0106 1.7581 2.7950 0.41 0.66 0.39
H 1.2680 2.0809 1.4537 -1.14 -0.71 0.88
H 1.5717 0.7243 2.6710 -2.20 1.43 -1.11
```
Forces are in eV/Å.


Record 3
The following is a DFT calculation (wB97M-V/def2-TZVPD) of an isolated molecule of C23H26N6O4 at a distorted geometry.

The total energy comes out at -41402.0301 eV. The energy above the lowest of the compared OMol25 structures with the same formula, charge and spin comes out at 1.411 eV. The value obtained for the LUMO energy is 0.023 Ha. The frontier orbital gap is 8.1 eV. Its SMILES is CCC(C)(C)n1nnnc1CN(Cc1ccco1)Cc1cc2cc3c(cc2[nH]c1=O)OCO3.

```
59
Properties=species:S:1:pos:R:3:forces:R:3
C -3.7966 -2.6072 -1.5982 -0.04 -0.01 0.16
C -4.0018 -2.5141 -0.0900 0.16 0.04 -0.16
C -3.6285 -1.1530 0.5280 -0.78 -0.26 0.25
C -4.3542 -0.0250 -0.2107 0.17 -0.04 0.07
C -4.0177 -1.1595 2.0120 0.07 -0.04 -0.21
N -2.1791 -0.9987 0.4499 1.20 0.78 0.21
N -1.4092 -2.0227 0.0621 -0.68 -0.85 -0.20
N -0.1999 -1.6836 0.1933 0.60 -0.58 -0.16
N -0.1019 -0.4538 0.6721 -0.18 0.72 0.38
C -1.3257 -0.0042 0.8330 -0.30 -0.69 -0.18
C -1.6763 1.3419 1.3903 -0.19 0.39 0.14
N -0.8971 2.4733 0.9654 -0.10 -0.17 0.01
C -0.9478 2.7831 -0.4514 0.13 0.03 0.00
C -0.5594 1.6746 -1.3835 -0.90 0.10 -0.41
C -1.3113 0.9470 -2.2628 0.24 0.45 0.39
C -0.4366 0.0045 -2.8558 0.55 -0.05 0.09
C 0.7814 0.2328 -2.2971 -0.37 -0.54 -0.58
O 0.7170 1.2443 -1.4196 0.13 0.35 0.08
C 0.3322 2.8025 1.6657 0.19 0.16 -0.04
C 1.5870 2.1635 1.1291 0.10 -0.09 0.44
C 2.0412 0.9616 1.5504 0.03 0.69 -0.09
C 3.1627 0.3217 0.9477 0.30 0.16 -0.37
C 3.5883 -0.9616 1.3407 0.38 -0.22 -0.26
C 4.6514 -1.5049 0.6810 0.06 0.38 -0.25
C 5.3098 -0.8187 -0.3534 -0.39 -0.08 0.41
C 4.9225 0.4296 -0.7571 0.19 -0.28 -0.03
C 3.8270 1.0028 -0.0908 -0.13 -0.59 0.48
N 3.3891 2.2489 -0.4365 0.12 0.36 -0.30
C 2.2871 2.8934 0.0813 0.33 -0.25 0.14
O 1.9885 4.0046 -0.3308 -0.18 0.31 -0.13
O 6.3294 -1.5896 -0.8312 -0.21 0.56 -0.13
C 6.2960 -2.7886 -0.0847 0.75 -1.05 -0.10
O 5.2599 -2.7207 0.8664 -0.32 0.12 0.23
H -2.7629 -2.3950 -1.8553 0.03 0.00 -0.11
H -4.4464 -1.9200 -2.1335 -0.08 0.06 -0.11
H -4.0265 -3.6167 -1.9293 -0.03 -0.08 -0.10
H -5.0513 -2.7042 0.1439 -0.01 0.08 0.10
H -3.4022 -3.2869 0.3918 -0.14 0.00 0.07
H -5.3719 -0.3399 -0.4267 -0.10 -0.03 -0.01
H -4.4105 0.8819 0.3854 -0.02 0.06 0.01
H -3.8542 0.2028 -1.1467 -0.02 0.02 -0.09
H -5.0937 -1.2763 2.1090 -0.12 0.01 0.02
H -3.7273 -0.2310 2.4982 0.01 0.11 0.06
H -3.5322 -1.9867 2.5259 0.04 -0.07 0.04
H -1.6010 1.2787 2.4825 -0.14 0.02 -0.09
H -2.7169 1.5638 1.1347 0.04 -0.13 0.15
H -1.9769 3.0744 -0.6976 0.11 -0.04 -0.14
H -0.2882 3.6385 -0.6146 -0.13 0.03 -0.02
H -2.3521 1.0813 -2.4803 -0.20 0.10 0.03
H -0.6860 -0.7378 -3.5861 0.04 -0.19 -0.15
H 1.7316 -0.2463 -2.4226 0.20 -0.02 0.06
H 0.4493 3.8897 1.5885 0.05 -0.15 0.16
H 0.1954 2.5348 2.7158 0.03 0.04 -0.01
H 1.5387 0.4416 2.3513 -0.05 0.00 0.09
H 3.0738 -1.4938 2.1216 -0.10 -0.10 0.14
H 5.4313 0.9485 -1.5526 0.08 0.08 -0.12
H 3.8699 2.7403 -1.1809 -0.17 0.01 0.16
H 7.2614 -2.9276 0.4276 -0.24 0.11 -0.09
H 6.1214 -3.6384 -0.7646 -0.03 0.25 0.13
```
Forces are in eV/Å.


Record 4
The following is a DFT calculation (wB97M-V/def2-TZVPD) of a structure of composition C23H27AgN5O4SeSi at a distorted geometry.

The total energy comes out at -117155.6266 eV. The energy above the lowest of the compared OMol25 structures with the same formula, charge and spin comes out at 0.541 eV. Its total charge is -1. The value obtained for the LUMO energy is 0.095 Ha. The frontier orbital gap is 7.2 eV.

```
62
Properties=species:S:1:pos:R:3:forces:R:3
Ag -0.7872 -0.3926 -0.0550 -0.18 0.43 0.24
O 1.4728 4.6129 0.7103 1.60 2.40 -0.10
C 2.5337 4.1116 -0.0505 0.27 0.27 -0.81
C 3.8147 4.7900 -0.1567 -2.73 -0.96 0.51
C 4.7544 4.1981 -0.9574 2.14 1.39 -0.84
C 4.5229 3.0639 -1.7647 1.55 1.60 0.31
C 3.3206 2.4710 -1.6688 -0.83 -0.75 0.74
C 2.3228 2.9385 -0.8251 0.40 1.90 0.51
C 1.0879 2.1456 -0.8759 -0.98 -1.84 2.13
O 1.1496 1.0197 -0.2964 0.78 0.17 -0.38
N 0.0070 2.6403 -1.4333 -0.75 0.87 -0.65
N -1.0046 1.7363 -1.3950 0.64 -0.15 -0.10
C -2.0856 2.0387 -1.9824 -0.24 -1.15 -0.04
C -3.1342 1.0196 -2.1275 -0.03 0.65 0.40
C -4.3144 1.3546 -2.7987 0.38 -0.72 0.70
C -5.4014 0.5120 -2.6892 0.14 -0.22 -0.22
C -5.2771 -0.7030 -2.0121 0.64 0.79 -0.24
C -4.0052 -0.9785 -1.5099 -0.95 -0.73 0.12
N -2.9704 -0.1567 -1.5280 -0.05 -0.39 0.09
H 1.6745 5.6123 0.9111 -0.51 -2.98 -0.54
H 3.9290 5.7865 0.3140 0.22 -0.87 -0.15
H 5.7288 4.7848 -1.0126 -1.15 -1.09 -0.21
H 5.2539 2.7592 -2.5102 0.03 -0.11 0.41
H 3.1121 1.5331 -2.1362 -0.10 -0.31 -0.66
H -2.2728 2.9902 -2.4075 0.04 1.05 -0.56
H -4.3266 2.2773 -3.3299 -0.31 0.56 -0.30
H -6.3032 0.8195 -3.1740 -0.63 -0.06 -0.12
H -6.0867 -1.4101 -1.8729 0.07 0.13 -0.12
H -3.9044 -1.9563 -1.0524 0.54 0.06 0.22
C 1.8021 -0.3638 3.5267 -0.81 1.16 1.48
Si -0.0158 0.2154 3.4753 0.81 0.15 -0.78
C -0.0700 1.9435 2.6739 -0.98 -1.73 -0.23
C -0.4772 0.4048 5.2599 -0.50 0.42 0.57
Se -1.0767 -1.4173 2.3353 -0.43 0.40 -0.24
H 2.3104 0.2148 4.3285 0.06 -0.23 -0.55
H 2.2474 -0.1828 2.5767 0.54 0.06 -0.79
H 1.8141 -1.3941 3.8211 0.15 -0.68 0.02
H 0.1415 2.8104 3.2773 0.33 0.23 0.07
H -1.0863 1.9790 2.2878 -0.45 0.44 0.17
H 0.4767 1.8211 1.7520 0.75 0.48 -0.15
H 0.1466 1.2713 5.5801 -0.55 -0.48 0.15
H -0.1866 -0.4733 5.8193 0.31 -0.28 0.24
H -1.5469 0.5527 5.5096 0.56 0.27 -0.33
O 3.0513 -3.2025 1.9387 -0.31 -0.85 0.12
C 1.7329 -3.7261 1.9297 0.24 0.53 -0.68
N 1.0495 -3.3961 0.7100 -0.16 -2.01 -1.10
C 0.4758 -4.3620 -0.0959 0.89 -0.01 0.21
O 0.5852 -5.5659 0.0915 -0.15 0.21 0.04
C -0.2302 -3.8465 -1.3267 -0.43 -0.27 1.50
C -1.3949 -4.4556 -1.7610 0.57 0.18 -0.41
C -1.9814 -3.8668 -2.8670 0.19 -0.05 0.28
C -1.4607 -2.6994 -3.3823 0.51 0.68 -0.48
N -0.3317 -2.0835 -2.9531 -1.47 -0.52 -0.61
C 0.2272 -2.6899 -1.9301 1.02 0.22 0.61
H 2.9500 -2.2669 2.0477 0.13 0.97 0.14
H 1.1190 -3.3558 2.7313 -0.05 0.31 0.62
H 1.8074 -4.7792 1.9822 0.13 -1.09 0.08
H 0.5759 -2.5311 0.7017 -0.55 1.32 0.15
H -1.7881 -5.3479 -1.2905 0.12 0.03 0.02
H -2.8158 -4.3148 -3.3509 -0.73 -0.16 -0.18
H -1.9979 -2.2414 -4.2115 0.28 0.12 0.05
H 1.1365 -2.2690 -1.5003 -0.06 0.21 -0.34
```
Forces are in eV/Å.


Question: Which formula does entry 2 have?
Answer: C23H26N4O4S


Question: Among the records above, which one has the highest energy above the lowest of the compared OMol25 structures with the same formula, charge and spin?
Answer: C23H26N4O4S


Question: Which of these has the lowest energy above the lowest of the compared OMol25 structures with the same formula, charge and spin?
Answer: C23H26FN5O4S